(1)
The following is a DFT calculation (the ωB97M-V functional and the def2-TZVPD basis) of a cluster of 3 separate species, C20H47NO6Si in total in a non-equilibrium geometry.

Computed properties:
frontier orbital gap: 9.77 eV
E_LUMO: 0.65 eV

Cartesian coordinates (Å):
C 4.1740 0.4544 1.5993
C 3.2649 1.0382 0.3513
C 2.4996 2.4718 0.7473
C 0.8984 2.1237 0.7875
C -0.0243 3.1851 1.6300
Si -1.8341 3.3754 0.9916
C -2.7391 1.7207 0.6030
C -1.9899 0.3708 1.1564
C -1.1589 -0.6640 0.1386
N -1.9557 0.0176 2.5037
H 4.9319 -0.3612 1.2365
H 4.7009 1.3619 2.1278
H 3.4304 -0.0765 2.3674
H 3.8513 1.1480 -0.6558
H 2.4242 0.2168 0.1571
H 2.8457 2.8935 1.7833
H 2.6557 3.2372 -0.1500
H 0.7997 1.0780 1.3542
H 0.4057 1.9987 -0.2761
H -0.0244 2.9540 2.7999
H 0.5019 4.2479 1.5146
H -1.7824 4.1492 -0.2749
H -2.7004 4.1695 1.8984
H -3.8192 1.7324 1.1040
H -2.9231 1.6436 -0.5661
H -0.2954 -0.0786 -0.4405
H -0.5873 -1.5160 0.7484
H -1.8519 -1.1105 -0.6938
H -2.4715 0.7425 3.0505
C -7.5493 2.4036 -0.2875
O -7.1150 3.1945 -1.3806
C -5.7128 3.0869 -1.6213
C -5.4139 3.1351 -3.1228
O -5.7716 1.9398 -3.8300
C -7.1761 1.6898 -3.9935
C -7.8785 2.6740 -4.9329
O -8.0715 3.9340 -4.2908
C -7.9961 5.0286 -5.1847
H -7.1827 2.8253 0.6531
H -8.6421 2.4045 -0.2785
H -7.2127 1.3676 -0.3972
H -5.3134 2.1537 -1.2062
H -5.2296 3.9327 -1.1250
H -4.3287 3.2297 -3.2426
H -5.8501 4.0174 -3.5959
H -7.6744 1.6229 -3.0239
H -7.2421 0.6938 -4.4414
H -8.8689 2.2865 -5.1973
H -7.2851 2.7873 -5.8440
H -7.0734 4.9915 -5.7710
H -7.9870 5.9491 -4.5972
H -8.8659 5.0331 -5.8488
C 7.8815 -4.9041 -0.7114
O 6.7959 -4.9969 0.1952
C 6.4752 -6.3433 0.5415
C 6.0407 -6.4388 2.0071
O 7.1155 -6.3026 2.9469
C 7.6902 -4.9929 3.0753
C 6.7561 -3.9633 3.7169
O 5.7531 -3.5461 2.7911
C 4.5178 -3.2431 3.4118
H 7.5811 -5.2664 -1.6990
H 8.1727 -3.8535 -0.7886
H 8.7452 -5.4685 -0.3451
H 7.3336 -7.0060 0.3783
H 5.6526 -6.6606 -0.1052
H 5.6388 -7.4453 2.1695
H 5.2280 -5.7462 2.2361
H 8.0855 -4.6463 2.1180
H 8.5533 -5.1196 3.7356
H 7.3295 -3.0736 4.0010
H 6.3039 -4.3970 4.6128
H 4.1868 -4.0695 4.0474
H 3.7697 -3.0969 2.6298
H 4.6076 -2.3254 4.0013


(2)
The following is a DFT calculation (the ωB97M-V functional and the def2-TZVPD basis) of a cluster of 3 separate species, C20H48BN6O4P2 in total in a non-equilibrium geometry.

Computed properties:
frontier orbital gap: 4.52 eV
E_LUMO: -4.65 eV
charge: +1

Cartesian coordinates (Å):
C -4.6388 -1.1385 6.7703
C -3.7953 -2.2891 6.7284
C -2.6932 -3.5360 6.5664
C -1.3936 -3.1076 5.6648
C -1.5600 -3.0280 4.0052
N -0.1310 -2.8978 3.4364
P -0.0529 -1.1596 3.0540
N -1.1710 -0.8223 1.8862
O -0.4702 -0.1030 4.3988
O 1.4893 -0.6559 2.3387
C 0.6854 -3.4168 4.5987
N 2.0378 -3.6798 4.7299
B 2.9887 -3.4944 3.5623
O 3.1019 -4.5808 2.5342
O 3.7977 -2.2466 3.5216
N -0.0425 -3.7385 5.9163
P -0.2919 -5.4592 6.3009
C -1.4577 -6.3436 5.0763
C 1.3237 -6.4746 6.2917
H -5.0663 -0.0409 6.6045
H -2.2771 -3.8046 7.6492
H -3.3109 -4.4417 6.1574
H -1.2043 -1.9918 6.0426
H -2.2790 -2.1082 3.9065
H -2.1793 -3.8778 3.4757
H -1.8426 -0.0986 2.2822
H 0.3178 0.5325 4.4975
H 1.6806 -1.1992 1.5157
H 2.4723 -4.0195 5.6401
H 4.0732 -4.6086 2.2168
H 4.1090 -1.9836 4.4476
H -2.3417 -5.6981 4.6633
H -0.8147 -6.6843 4.1596
H -1.9632 -7.2917 5.5969
H 1.7495 -6.4686 5.1791
H 1.0487 -7.6160 6.5065
H 2.1787 -6.0672 6.9793
C 0.3366 4.6142 -2.7434
C 1.1078 4.0769 -1.5447
N 0.3689 4.1065 -0.2768
C 1.2087 3.7910 0.8868
C 1.7985 2.3861 0.9712
C -0.9419 3.4534 -0.2821
C -0.9843 1.9681 -0.6327
H 0.0289 5.6527 -2.5840
H 0.9717 4.5851 -3.6349
H -0.5522 4.0146 -2.9643
H 2.0072 4.6985 -1.4396
H 1.4579 3.0656 -1.7808
H 0.6443 3.9921 1.8052
H 2.0397 4.5084 0.9081
H 1.0527 1.6555 1.2898
H 2.5942 2.3703 1.7230
H 2.2381 2.0539 0.0269
H -1.5942 3.9896 -0.9819
H -1.4267 3.5996 0.6935
H -0.3247 1.7130 -1.4640
H -2.0010 1.6893 -0.9259
H -0.7235 1.3488 0.2260
C 0.1567 1.5916 -4.9906
C -0.3636 2.5848 -6.0218
N 0.5634 2.8658 -7.1247
C 0.1264 3.9823 -7.9740
C -1.1638 3.8012 -8.7687
C 1.0651 1.6997 -7.8548
C 0.0349 0.8013 -8.5350
H 1.0880 1.9437 -4.5354
H -0.5817 1.4672 -4.1916
H 0.3298 0.6009 -5.4231
H -0.5655 3.5229 -5.4873
H -1.3308 2.2270 -6.3928
H 0.9336 4.2462 -8.6677
H 0.0083 4.8671 -7.3346
H -1.0101 3.1710 -9.6466
H -1.5036 4.7747 -9.1370
H -1.9751 3.3803 -8.1688
H 1.6536 1.0842 -7.1638
H 1.7986 2.0266 -8.6053
H -0.8471 0.6289 -7.9158
H 0.4818 -0.1752 -8.7450
H -0.2829 1.2144 -9.4927


(3)
The following is a DFT calculation (the ωB97M-V functional and the def2-TZVPD basis) of a structure of composition C20H48GaN7O10P in a non-equilibrium geometry.

Computed properties:
frontier orbital gap: 7.23 eV
E_LUMO: 1.95 eV
charge: -1

Cartesian coordinates (Å):
O 2.7580 -1.6881 -2.3254
C 2.1367 -0.7197 -2.0460
N 1.6011 0.1940 -1.4959
Ga -0.1655 0.4447 -2.3891
C -1.5830 -0.4024 -1.1605
P -3.2420 -0.5742 -1.8865
O -4.1848 -0.9563 -0.7545
O -3.3758 -1.7920 -3.0170
O -3.8476 0.8536 -2.5060
H -0.3266 2.0498 -2.5320
H -0.0999 -0.1792 -3.8487
H -1.6997 0.2947 -0.2891
H -1.1861 -1.3521 -0.7346
H -2.5732 -1.7290 -3.5739
H -4.5515 0.5582 -3.1132
C 1.8746 2.6077 2.5937
C 0.8900 2.6184 1.4514
O 0.2218 1.6377 1.1660
N 0.7624 3.7641 0.7337
C 1.4642 5.0212 0.9208
H 1.8625 1.6286 3.0668
H 2.8836 2.8008 2.2248
H 1.5966 3.3546 3.3397
H 0.0874 3.6948 -0.0150
H 0.7234 5.8051 1.1067
H 2.0052 5.2543 0.0045
H 2.1556 4.9787 1.7446
C 0.5090 -2.1133 -6.8412
C 1.5686 -1.1582 -6.3508
O 1.3274 -0.2922 -5.5335
N 2.8309 -1.2938 -6.8567
C 3.3103 -2.2546 -7.8276
H -0.4334 -1.8808 -6.3502
H 0.3732 -2.0073 -7.9196
H 0.7833 -3.1410 -6.5953
H 3.4850 -0.6232 -6.4832
H 4.1145 -2.8386 -7.3739
H 3.7098 -1.7128 -8.6885
H 2.5229 -2.9254 -8.1594
C -0.8511 -4.0871 3.3554
C -2.2421 -4.6592 3.2450
O -2.5946 -5.6411 3.8907
N -3.1070 -4.0499 2.3995
C -2.8761 -2.8854 1.5570
H -0.2777 -4.6787 4.0669
H -0.3481 -4.1263 2.3880
H -0.8934 -3.0575 3.7151
H -4.0168 -4.4845 2.3757
H -3.5882 -2.1090 1.8354
H -3.0520 -3.1661 0.5187
H -1.8650 -2.5034 1.6638
C -8.0294 -4.9426 -3.7893
C -7.9101 -3.4389 -3.7973
O -8.5747 -2.7398 -4.5533
N -7.0348 -2.8722 -2.9328
C -6.1679 -3.5262 -1.9693
H -8.7652 -5.2462 -4.5313
H -7.0716 -5.3988 -4.0448
H -8.3620 -5.2901 -2.8097
H -7.0064 -1.8653 -2.9921
H -6.4171 -3.1514 -0.9758
H -5.1370 -3.2611 -2.2004
H -6.2779 -4.6076 -1.9876
C 3.3118 8.4599 2.4474
C 3.9993 7.1231 2.3359
O 3.6244 6.2644 1.5525
N 5.0685 6.8890 3.1447
C 5.6592 7.7715 4.1303
H 2.4833 8.4947 1.7432
H 2.9154 8.5982 3.4549
H 4.0077 9.2645 2.2029
H 5.4764 5.9752 3.0148
H 6.7042 7.9429 3.8634
H 5.6195 7.2820 5.1055
H 5.1417 8.7248 4.1856
C 4.1793 -0.9669 4.4768
C 3.2124 -0.3199 5.4350
O 3.0639 0.8908 5.4879
N 2.4925 -1.1330 6.2559
C 2.5257 -2.5795 6.3415
H 4.6743 -0.1940 3.8932
H 4.9393 -1.5258 5.0265
H 3.6468 -1.6289 3.7918
H 1.8668 -0.6315 6.8680
H 1.5257 -2.9645 6.1319
H 2.8074 -2.8627 7.3581
H 3.2315 -3.0127 5.6391


(4)
The following is a DFT calculation (the ωB97M-V functional and the def2-TZVPD basis) of a cluster of 5 separate species, C20H48N2O5 in total in a non-equilibrium geometry.

Computed properties:
frontier orbital gap: 7.81 eV
E_LUMO: 0.52 eV
ΔE to the lowest compared entry with this formula, charge and spin: 16.1 kcal per mole

Cartesian coordinates (Å):
C -2.2633 2.4861 3.1363
O -0.8557 2.7392 2.9443
H -2.7547 2.3019 2.1810
H -2.3689 1.8284 3.9991
H -2.6931 3.3846 3.5790
H -0.5001 3.1705 3.7247
C 2.9515 -0.7334 -0.1155
O 2.8362 0.2758 0.8755
H 2.2626 -1.5433 0.1245
H 2.5750 -0.2696 -1.0271
H 3.9949 -1.0205 -0.2459
H 1.9728 0.6842 0.9725
O 0.3623 1.2558 0.8863
H -0.0213 1.8274 1.5515
H 0.2077 1.7126 0.0594
C -1.0126 -2.1492 4.6836
C 0.1137 -2.1172 3.5774
C 1.0324 -3.3788 3.7111
C 0.4902 -4.6326 3.0052
C 0.1463 -4.2347 1.5741
C -0.9596 -3.1510 1.4336
N -0.5614 -1.9865 2.2580
O -1.2733 -0.7668 2.1195
C -1.0330 -2.7188 -0.0516
C -2.3068 -3.6960 1.9636
C 1.0655 -0.9121 3.9218
H -1.4652 -1.1601 4.7547
H -0.4433 -2.3866 5.5822
H -1.7449 -2.9565 4.6893
H 2.0332 -3.2568 3.2969
H 1.1390 -3.6383 4.7644
H -0.3665 -5.1293 3.4609
H 1.2290 -5.4332 2.9691
H -0.1715 -5.0466 0.9200
H 1.0510 -3.7716 1.1803
H -0.0455 -2.8736 -0.4864
H -1.7519 -3.4081 -0.4944
H -1.4272 -1.7202 -0.2399
H -2.2811 -4.2274 2.9149
H -3.0135 -2.8704 2.0478
H -2.7051 -4.4197 1.2523
H 1.7504 -0.7375 3.0920
H 1.6736 -1.2335 4.7674
H 0.6376 0.0583 4.1731
H -0.6234 -0.2448 1.6434
C -1.6745 2.0199 -4.5387
C -0.7632 1.2266 -3.4718
C 0.3951 0.4898 -4.1880
C 1.5637 1.3397 -4.7752
C 2.0249 2.4184 -3.6893
C 0.9062 3.1339 -2.8646
N -0.1416 2.1287 -2.4745
O -1.0514 2.7236 -1.6044
C 1.6469 3.6845 -1.5791
C 0.3941 4.3776 -3.6917
C -1.6305 0.0791 -2.7629
H -2.2769 1.3139 -5.1105
H -2.3667 2.5935 -3.9222
H -1.0539 2.6848 -5.1392
H 0.8662 -0.0197 -3.3474
H 0.0163 -0.1622 -4.9750
H 2.3890 0.6934 -5.0739
H 1.2076 1.9187 -5.6274
H 2.6161 3.2048 -4.1586
H 2.7413 1.9782 -2.9957
H 1.0431 4.3748 -0.9900
H 2.6446 4.0749 -1.7797
H 1.7803 2.8238 -0.9238
H -0.6367 4.6558 -3.4722
H 0.4372 4.3149 -4.7791
H 1.0519 5.2147 -3.4581
H -2.5096 0.4072 -2.2083
H -1.9304 -0.7018 -3.4618
H -1.0870 -0.2363 -1.8723
H -1.4838 3.3451 -2.1946


(5)
The following is a DFT calculation (the ωB97M-V functional and the def2-TZVPD basis) of a cluster of 4 separate species, C20H49ClN2O in total in a non-equilibrium geometry.

Computed properties:
frontier orbital gap: 7.14 eV
E_LUMO: -0.01 eV

Cartesian coordinates (Å):
C 26.0570 69.7670 45.9870
C 26.7170 68.3890 45.4940
N 26.7620 68.1540 44.0200
C 25.3950 68.0540 43.4170
C 27.2690 69.3680 43.3290
C 28.7780 69.6480 43.6720
C 27.5850 66.9660 43.6890
C 26.9380 65.5820 44.1800
O 27.8920 64.5790 43.7050
C 27.5450 63.2390 43.9420
H 26.3940 69.8290 46.8880
H 25.0630 69.6720 46.1760
H 26.2910 70.8440 45.6530
H 26.1030 67.7070 46.0930
H 27.7310 68.2080 46.0360
H 24.9650 67.1250 43.8460
H 25.4810 68.0310 42.3010
H 24.8310 69.0460 43.6440
H 26.6230 70.0910 43.3780
H 27.2600 69.1660 42.3300
H 28.8680 69.6590 44.6480
H 29.3220 70.5090 43.3090
H 29.5530 69.1030 43.2930
H 28.6040 66.9840 44.0670
H 27.6660 67.0080 42.5520
H 26.0680 65.3510 43.7270
H 26.7080 65.4290 45.2460
H 27.2860 63.1460 44.9830
H 28.1190 62.4780 43.8100
H 26.7450 62.9700 43.3200
Cl 23.5960 66.1490 46.1310
C 18.1150 60.6150 44.8400
C 18.7780 60.3430 46.1590
N 19.1240 61.6460 46.7180
C 19.0100 61.7070 48.1660
C 19.9170 60.8090 49.0720
C 20.3790 62.2560 46.1790
C 20.4840 63.7530 46.3560
H 17.2500 61.1290 44.9630
H 17.6180 59.6160 44.5120
H 18.8270 60.8430 43.9790
H 19.5560 59.6610 46.2850
H 18.0550 59.9450 46.9820
H 18.0080 61.5490 48.4760
H 19.1050 62.7250 48.3870
H 19.2930 60.5710 49.9420
H 20.8750 61.3660 49.3440
H 20.0850 59.9310 48.4970
H 20.4830 62.0590 45.2560
H 21.2260 61.8550 46.6680
H 19.6360 64.3100 46.0060
H 21.4950 64.2010 46.0940
H 20.3850 64.0240 47.3670
C 21.9760 68.7340 46.4780
C 20.9720 67.6510 46.9180
C 19.6780 68.3200 47.3950
C 18.7080 67.1790 48.0150
C 17.4550 67.8920 48.8100
C 16.6750 66.6650 49.4590
H 22.8130 68.0520 46.2940
H 22.2590 69.3530 47.3700
H 21.8600 69.3330 45.5620
H 21.4790 67.0740 47.7090
H 20.7000 67.1280 46.0880
H 19.2000 68.8350 46.5950
H 19.7780 69.0300 48.0900
H 19.3570 66.7970 48.7350
H 18.5690 66.4970 47.1390
H 16.8690 68.4100 48.0790
H 17.8470 68.6360 49.4200
H 17.2090 66.4180 50.3030
H 16.4730 65.8570 48.6070
H 15.5520 67.0180 49.2970


(6)
The following is a DFT calculation (the ωB97M-V functional and the def2-TZVPD basis) of a structure of composition C20H49N7O13Zn2 in a non-equilibrium geometry.

Computed properties:
spin multiplicity: 2
frontier orbital gap (alpha / beta): 3.97 / 5.40 eV
E_LUMO (alpha / beta): 2.02 / 2.01 eV
charge: -1

Cartesian coordinates (Å):
Zn 1.4232 1.7864 -2.0662
Zn 1.9691 0.1438 -4.7612
C 2.7116 2.4568 -4.1150
O 1.9972 3.1547 -3.3495
O 2.2827 2.1129 -5.2410
O 2.9863 1.4300 -3.4791
C 0.4091 -0.6081 -2.6997
O 1.2931 -1.0798 -3.3999
O 0.8211 -0.1239 -1.6582
O 0.3145 0.4468 -3.3361
C 2.4411 1.6601 0.8032
O 2.4079 2.0714 -0.3593
N 3.1076 2.0795 1.8472
N 1.6780 0.6713 1.1407
H 3.7623 2.8431 1.7560
H 3.1200 1.5460 2.7047
H 1.0684 0.1346 0.5404
H 1.8409 0.2254 2.0322
C 3.9191 -2.8493 -1.8777
O 4.8328 -3.3237 -1.2179
N 3.4086 -1.7470 -1.5796
N 3.2523 -3.4297 -2.8337
H 2.5847 -1.6214 -2.1502
H 3.5651 -1.0517 -0.8639
H 3.4596 -4.3729 -3.1295
H 2.5577 -2.9033 -3.3441
C -1.2570 -10.1990 2.9295
O -1.5129 -9.5266 1.6722
C -1.0572 -8.1479 1.7540
C -1.2856 -7.4337 0.4656
N -1.0841 -5.9672 0.4856
C -1.8565 -5.1880 1.5284
C -1.4479 -3.6946 1.3846
O -0.0374 -3.4826 1.7006
C 0.7099 -2.8548 0.6007
H -1.6497 -11.2078 2.8028
H -1.8308 -9.6892 3.7034
H -0.2429 -10.2501 3.3260
H 0.0269 -8.2618 1.7553
H -1.4824 -7.6640 2.6333
H -2.2359 -7.6272 -0.0320
H -0.5431 -7.7193 -0.2796
H -0.1408 -5.6203 0.5846
H -1.4841 -5.5540 2.4852
H -2.9186 -5.4010 1.4076
H -2.0192 -3.2136 2.1785
H -1.7080 -3.2498 0.4240
H 0.7730 -3.3860 -0.3490
H 1.7118 -2.7020 1.0018
H 0.2190 -1.9447 0.2558
C -2.3797 -0.0308 -0.5137
O -2.5184 1.1672 0.2042
C -2.1049 1.2190 1.5782
C -2.0282 2.6353 2.1261
N -0.7181 3.3018 1.8796
C -0.6472 4.6429 2.5525
C 0.5857 5.4180 1.9496
O 1.8204 4.8455 2.3069
C 2.9422 5.4189 1.7011
H -3.0032 -0.8034 -0.0637
H -1.4036 -0.3762 -0.1732
H -2.5163 0.2682 -1.5529
H -1.1385 0.7175 1.6288
H -2.6112 0.4775 2.1962
H -1.8708 2.4807 3.1935
H -2.8806 3.3090 2.0394
H 0.0945 2.7397 2.0888
H -0.6750 4.7272 3.6389
H -1.4894 5.2365 2.1968
H 0.4484 6.4350 2.3170
H 0.6528 5.2368 0.8769
H 2.6976 6.4806 1.6677
H 2.9916 5.2478 0.6257
H 3.8601 5.2329 2.2587
C -1.3614 3.2502 -3.5311
C -0.9957 3.7182 -2.0989
C -2.2037 4.3739 -1.3498
O -2.3117 5.5983 -2.0354
C -2.6468 6.6449 -1.0855
N -0.4251 2.6915 -1.2031
H -1.9878 2.3591 -3.4876
H -0.4381 3.2040 -4.1085
H -1.8615 4.1299 -3.9363
H -0.1817 4.4424 -2.0666
H -1.8728 4.4898 -0.3177
H -3.0390 3.6744 -1.3833
H -3.3477 6.3809 -0.2936
H -2.9889 7.5191 -1.6394
H -1.7611 6.9671 -0.5380
H -0.5811 3.0238 -0.2622
H -0.9644 1.8383 -1.1677